[1]
ORCA calculation (wB97M-V/def2-TZVPD) on C18H23FN6O4 in the gas phase.

The HOMO-LUMO gap is 0.3491 Ha. The value obtained for the HOMO energy is -0.330 hartree. The SMILES is Cc1nccn1[C@H](C)C(=O)NC[C@@H]1CCCN(C(=O)c2nc(O)nc(O)c2F)C1. The energy above the lowest of the compared OMol25 structures with the same formula, charge and spin comes out at 2.1 kcal per mole. As for the electronic energy: -1429.16213 Ha.

```
! wB97M-V def2-TZVPD RIJCOSX def2/J DEFGRID3
* xyz 0 1
C -1.092 0.698 4.332
C -0.038 0.941 3.307
N 0.210 2.094 2.734
C 1.235 1.858 1.847
C 1.602 0.548 1.886
N 0.789 -0.041 2.835
C 0.633 -1.469 3.067
C 1.966 -2.201 3.095
C -0.308 -2.131 2.045
O -0.444 -3.340 2.034
N -0.955 -1.288 1.210
C -1.811 -1.741 0.128
C -1.109 -1.757 -1.231
C -0.061 -2.858 -1.353
C 0.574 -2.814 -2.738
C 1.167 -1.445 -3.023
N 0.173 -0.386 -2.826
C 0.399 0.797 -3.467
O 0.987 0.910 -4.521
C -0.156 2.039 -2.798
N -1.375 2.467 -3.138
C -1.769 3.575 -2.541
O -2.987 4.018 -2.875
N -1.094 4.296 -1.644
C 0.105 3.859 -1.312
O 0.824 4.529 -0.413
C 0.624 2.702 -1.886
F 1.838 2.243 -1.536
C -0.477 -0.398 -1.519
H -1.593 1.641 4.530
H -1.834 -0.026 3.988
H -0.668 0.328 5.267
H 1.652 2.646 1.242
H 2.357 0.000 1.351
H 0.150 -1.585 4.039
H 1.786 -3.249 3.321
H 2.467 -2.152 2.127
H 2.619 -1.769 3.851
H -0.740 -0.306 1.268
H -2.156 -2.742 0.383
H -2.680 -1.081 0.086
H -1.881 -1.931 -1.989
H 0.709 -2.714 -0.586
H -0.514 -3.832 -1.159
H 1.361 -3.565 -2.828
H -0.181 -3.041 -3.496
H 2.012 -1.258 -2.344
H 1.534 -1.369 -4.042
H -3.147 4.828 -2.374
H 0.284 5.269 -0.099
H -1.250 0.370 -1.500
H 0.261 -0.164 -0.738
*
```

natural (NBO) population analysis, charges in e, atoms 1 to 4: number 1, C, carries -0.66; number 2, C, carries 0.35; number 3, N, carries -0.47; number 4, C, carries -0.09

---

[2]
ORCA calculation (wB97M-V/def2-TZVPD) on C18H23MnN6O6P2 as an isolated structure.

The HOMO-LUMO gap (alpha / beta) is 0.3311 / 0.3329 Ha. The expectation value of S² is 8.7532. The value obtained for the HOMO energy (alpha / beta) is -0.405 / -0.408 hartree. The energy above the lowest of the compared OMol25 structures with the same formula, charge and spin comes out at 8.9 kcal per mole. As for the electronic energy: -3313.61523 Ha.

```
! wB97M-V def2-TZVPD RIJCOSX def2/J DEFGRID3
* xyz 1 6
Mn 0.643 0.045 -0.074
C 2.344 -2.638 -0.785
N 2.368 -1.295 -1.331
C 1.992 -1.052 -2.712
C 1.611 0.398 -2.795
N 1.562 1.173 -1.736
C 1.110 2.413 -2.194
C 0.857 3.590 -1.499
C 0.424 4.675 -2.232
C 0.250 4.600 -3.621
C 0.500 3.437 -4.324
C 0.930 2.349 -3.577
N 1.276 1.048 -3.926
C 2.101 -2.496 0.691
N 1.794 -1.348 1.241
C 1.557 -1.618 2.586
C 1.163 -0.770 3.618
C 1.002 -1.332 4.869
C 1.227 -2.699 5.096
C 1.617 -3.549 4.079
C 1.773 -2.978 2.823
N 2.129 -3.505 1.588
H 3.264 -3.206 -0.965
H 1.517 -3.195 -1.232
H 3.240 -0.828 -1.113
H 1.125 -1.668 -2.961
H 2.786 -1.276 -3.434
H 0.977 3.633 -0.426
H 0.205 5.605 -1.726
H -0.091 5.475 -4.157
H 0.363 3.380 -5.395
H 1.203 0.643 -4.843
H 0.989 0.280 3.426
H 0.703 -0.708 5.700
H 1.094 -3.095 6.093
H 1.790 -4.602 4.255
H 2.335 -4.470 1.389
N -2.971 -0.540 1.784
C -2.826 0.265 0.507
C -4.174 0.730 -0.011
P -1.876 -0.855 -0.626
O -3.018 -1.766 -1.286
O -1.082 -0.124 -1.662
O -1.045 -1.659 0.346
P -1.757 1.737 0.948
O -2.478 2.048 2.379
O -1.916 2.826 -0.019
O -0.387 1.174 1.293
H -3.781 -1.158 1.747
H -3.050 0.095 2.585
H -2.110 -1.119 1.840
H -4.813 -0.112 -0.282
H -4.010 1.347 -0.893
H -4.682 1.350 0.730
H -3.075 -1.640 -2.240
H -2.681 2.986 2.464
*
```

natural (NBO) population analysis, charges in e, atoms 1 to 4: number 1, Mn, carries 1.53; number 2, C, carries -0.26; number 3, N, carries -0.64; number 4, C, carries -0.26